Entry 1:
The following is a DFT calculation (ωB97M-V with the def2-TZVPD basis set) of an isolated molecule of Cl2H2N2.

The geometry in ORCA input format:
```
! RIJCOSX wB97M-V def2-TZVPD def2/J DEFGRID3
* xyz 0 1
Cl -1.87035 1.19477 0.04344
Cl 1.66930 1.36360 -0.04204
N 0.66472 -0.15877 0.31396
N -0.61918 -0.09213 -0.27801
H 0.63957 -0.28478 1.37422
H -0.40742 -0.20363 -1.34508
*
```

Calculated values
Highest occupied orbital energy, eV: -9.986
HOMO-LUMO gap, eV: 9.75
Relative energy (zero: lowest compared OMol25 entry of this formula, charge and spin), eV: 0.285
SMILES: ClNNCl

Entry 2:
The following is a DFT calculation (ωB97M-V with the def2-TZVPD basis set) of a cluster of 2 separate species, Cl2H2NO2PS in total.

The geometry in ORCA input format:
```
! RIJCOSX wB97M-V def2-TZVPD def2/J DEFGRID3
* xyz 0 1
Cl 2.60330 -0.48713 -0.25560
Cl -1.72447 2.00673 0.23661
S 3.70029 -1.39342 1.05460
P -0.25037 0.51810 -0.17842
O 0.51099 0.86565 -1.34276
O 0.51161 0.31286 1.07455
N -1.42404 -0.66774 -0.39558
H -1.73257 -0.90319 0.60066
H -2.19476 -0.25186 -0.79406
*
```

Calculated values
Highest occupied orbital energy (alpha / beta), eV: -9.710 / -9.694
HOMO-LUMO gap (alpha / beta), eV: 4.47 / 4.45
Relative energy (zero: lowest compared OMol25 entry of this formula, charge and spin), eV: 2.463

Entry 3:
The following is a DFT calculation (ωB97M-V with the def2-TZVPD basis set) of a structure of composition Cl2H2NO2PS.

The geometry in ORCA input format:
```
! RIJCOSX wB97M-V def2-TZVPD def2/J DEFGRID3
* xyz 0 1
Cl 2.37470 -0.83277 -0.27368
Cl -1.72385 0.34381 -1.98308
S -1.87668 -1.42807 1.13261
P -0.32697 -0.56420 0.32777
O -0.40514 -0.60031 -1.30923
O 0.89352 -1.50586 0.38724
N 0.31178 1.25464 0.74175
H 1.21669 1.39241 0.30276
H -0.46406 1.94037 0.67384
*
```

Calculated values
Highest occupied orbital energy, eV: -9.702
HOMO-LUMO gap, eV: 8.05
Relative energy (zero: lowest compared OMol25 entry of this formula, charge and spin), eV: 3.242

Entry 4:
The following is a DFT calculation (ωB97M-V with the def2-TZVPD basis set) of a cluster of 2 separate species, Cl2H2NOP in total.

The geometry in ORCA input format:
```
! RIJCOSX wB97M-V def2-TZVPD def2/J DEFGRID3
* xyz 0 1
Cl 0.05466 -2.19702 0.07006
Cl -2.79707 0.24222 0.67347
P 0.15746 -0.21095 0.01316
O 0.42114 -0.18915 -1.55969
N 0.98079 0.67082 0.90210
H 0.57127 0.98191 1.74046
H 0.61174 0.70217 -1.83956
*
```

Calculated values
Highest occupied orbital energy (alpha / beta), eV: -9.873 / -9.874
HOMO-LUMO gap (alpha / beta), eV: 7.31 / 7.32
Relative energy (zero: lowest compared OMol25 entry of this formula, charge and spin), eV: 2.543

Entry 5:
The following is a DFT calculation (ωB97M-V with the def2-TZVPD basis set) of an isolated molecule of Cl2H2O2P2.

The geometry in ORCA input format:
```
! RIJCOSX wB97M-V def2-TZVPD def2/J DEFGRID3
* xyz 0 3
Cl -0.38376 0.06919 -2.80460
Cl 1.54252 -1.66615 -1.19043
P -0.59000 1.02847 1.39939
P -0.06731 -0.60804 -1.00781
O -1.17535 -1.42189 -0.32315
O 0.32395 0.55561 -0.04528
H -0.09543 -0.04227 2.38318
H 0.44538 2.08508 1.58871
*
```

Calculated values
Highest occupied orbital energy (alpha / beta), eV: -6.211 / -10.762
HOMO-LUMO gap (alpha / beta), eV: 6.77 / 7.19
Relative energy (zero: lowest compared OMol25 entry of this formula, charge and spin), eV: 0.208
<S²>: 2.003

Entry 6:
The following is a DFT calculation (ωB97M-V with the def2-TZVPD basis set) of a cluster of 2 separate species, Cl2H3N2P in total.

The geometry in ORCA input format:
```
! RIJCOSX wB97M-V def2-TZVPD def2/J DEFGRID3
* xyz 0 1
Cl -2.68444 -1.44828 0.06077
Cl -2.42299 1.40596 0.86359
P -2.13152 0.29796 -0.74246
N 1.70989 -0.45196 -0.00834
N 0.56920 0.18153 0.19196
H 2.52894 0.17371 -0.32548
H 1.71231 -1.44949 -0.33847
H 0.71862 1.29057 0.29843
*
```

Calculated values
Highest occupied orbital energy (alpha / beta), eV: -7.371 / -7.836
HOMO-LUMO gap (alpha / beta), eV: 8.15 / 7.51
Relative energy (zero: lowest compared OMol25 entry of this formula, charge and spin), eV: 3.866

Entry 7:
The following is a DFT calculation (ωB97M-V with the def2-TZVPD basis set) of an isolated molecule of Cl2H3PSi.

The geometry in ORCA input format:
```
! RIJCOSX wB97M-V def2-TZVPD def2/J DEFGRID3
* xyz 0 1
Cl 0.69723 -1.35345 1.58161
Cl -1.37839 -1.78223 -0.92592
P -0.36435 1.47453 -0.36679
Si 0.19885 -0.70605 -0.27010
H 0.71626 1.89563 0.39117
H 1.33524 -0.96370 -1.14620
H -1.20484 1.43528 0.73623
*
```

Calculated values
Highest occupied orbital energy, eV: -9.964
HOMO-LUMO gap, eV: 10.69
Relative energy (zero: lowest compared OMol25 entry of this formula, charge and spin), eV: 0.000
SMILES: P[SiH](Cl)Cl

Entry 8:
The following is a DFT calculation (ωB97M-V with the def2-TZVPD basis set) of a cluster of 2 separate species, Cl2HPS2 in total.

The geometry in ORCA input format:
```
! RIJCOSX wB97M-V def2-TZVPD def2/J DEFGRID3
* xyz 0 1
Cl 1.11457 1.13774 0.98402
Cl -2.19764 -0.81218 1.01328
S 1.52194 -1.78607 -0.27989
S 1.24674 1.15089 -2.31457
P 1.27948 0.06468 -0.70408
H -2.96510 0.24494 1.30124
*
```

Calculated values
Highest occupied orbital energy, eV: -9.783
HOMO-LUMO gap, eV: 8.47
Relative energy (zero: lowest compared OMol25 entry of this formula, charge and spin), eV: 0.719

Entry 9:
The following is a DFT calculation (ωB97M-V with the def2-TZVPD basis set) of a cluster of 2 separate species, Cl2HPS2 in total.

The geometry in ORCA input format:
```
! RIJCOSX wB97M-V def2-TZVPD def2/J DEFGRID3
* xyz 0 3
Cl -0.66684 0.82764 2.84559
Cl -1.39254 -1.37074 -2.39391
S -1.25637 0.54226 -1.81308
S 0.40414 -0.36038 1.58412
P 1.40637 0.86053 0.10161
H 1.50524 -0.49932 -0.32432
*
```

Calculated values
Highest occupied orbital energy (alpha / beta), eV: -7.968 / -9.260
HOMO-LUMO gap (alpha / beta), eV: 7.76 / 6.51
Relative energy (zero: lowest compared OMol25 entry of this formula, charge and spin), eV: 0.000
<S²>: 2.008

Entry 10:
The following is a DFT calculation (ωB97M-V with the def2-TZVPD basis set) of a structure of composition Cl2ILi.

The geometry in ORCA input format:
```
! RIJCOSX wB97M-V def2-TZVPD def2/J DEFGRID3
* xyz -2 1
I -10.97777 -15.53552 -8.10767
Cl -9.27298 -19.25929 -9.73638
Cl -12.98653 -19.00513 -8.35294
Li -11.70527 -17.68316 -10.03225
*
```

Calculated values
Highest occupied orbital energy, eV: -0.821
HOMO-LUMO gap, eV: 5.95
Relative energy (zero: lowest compared OMol25 entry of this formula, charge and spin), eV: 0.304

Entry 11:
The following is a DFT calculation (ωB97M-V with the def2-TZVPD basis set) of a structure of composition Cl2Na3O8.

The geometry in ORCA input format:
```
! RIJCOSX wB97M-V def2-TZVPD def2/J DEFGRID3
* xyz 1 1
Cl -0.03937 -1.63018 -2.12857
Cl -0.19037 2.11246 3.56764
Na 4.06776 -0.98348 3.01165
Na -4.72807 -0.32282 -2.21107
Na 2.02700 -1.11008 -8.05442
O 1.20190 -1.84389 -2.95417
O -0.36422 3.08893 4.67532
O 0.26968 -1.59704 -0.75179
O 0.21954 0.92613 3.99809
O 0.68353 2.61268 2.43787
O -1.64297 1.88207 3.24077
O -0.96502 -2.74728 -2.39622
O -0.53939 -0.38751 -2.43510
*
```

Calculated values
Highest occupied orbital energy, eV: -8.514
HOMO-LUMO gap, eV: 3.27
Relative energy (zero: lowest compared OMol25 entry of this formula, charge and spin), eV: 4.891

Entry 12:
The following is a DFT calculation (ωB97M-V with the def2-TZVPD basis set) of an isolated molecule of Cl2O2.

The geometry in ORCA input format:
```
! RIJCOSX wB97M-V def2-TZVPD def2/J DEFGRID3
* xyz 0 1
Cl -1.49998 -0.67155 -0.05098
Cl 1.50065 -0.63799 0.04527
O 0.65217 0.70635 -0.38087
O -0.65284 0.60319 0.38658
*
```

Calculated values
Highest occupied orbital energy, eV: -10.810
HOMO-LUMO gap, eV: 10.40
Relative energy (zero: lowest compared OMol25 entry of this formula, charge and spin), eV: 0.121
SMILES: ClOOCl

Entry 13:
The following is a DFT calculation (ωB97M-V with the def2-TZVPD basis set) of a cluster of 2 separate species, Cl2O2P in total.

The geometry in ORCA input format:
```
! RIJCOSX wB97M-V def2-TZVPD def2/J DEFGRID3
* xyz -1 1
Cl -1.34434 0.33498 -3.92200
Cl -0.70657 0.80170 -1.27250
P 0.08443 -0.03726 0.38723
O -0.80969 -0.84187 1.22839
O 1.46175 -0.51149 0.14593
*
```

Calculated values
Highest occupied orbital energy (alpha / beta), eV: -4.583 / -4.585
HOMO-LUMO gap (alpha / beta), eV: 6.20 / 6.20
Relative energy (zero: lowest compared OMol25 entry of this formula, charge and spin), eV: 2.040

Entry 14:
The following is a DFT calculation (ωB97M-V with the def2-TZVPD basis set) of an isolated molecule of Cl2O2S.

The geometry in ORCA input format:
```
! RIJCOSX wB97M-V def2-TZVPD def2/J DEFGRID3
* xyz 0 1
Cl 1.47095 0.43499 -1.37559
Cl -2.04505 0.50297 -0.27736
S -0.41900 -0.56822 0.55801
O 0.61328 -0.84021 -0.60786
O 0.37982 0.47047 1.70280
*
```

Calculated values
Highest occupied orbital energy, eV: -10.735
HOMO-LUMO gap, eV: 8.93
Relative energy (zero: lowest compared OMol25 entry of this formula, charge and spin), eV: 2.725

Entry 15:
The following is a DFT calculation (ωB97M-V with the def2-TZVPD basis set) of an isolated molecule of Cl2O2S.

The geometry in ORCA input format:
```
! RIJCOSX wB97M-V def2-TZVPD def2/J DEFGRID3
* xyz 0 1
Cl -0.77555 -1.85229 0.19857
Cl -0.91225 1.80322 -0.65659
S 0.75772 -0.52292 0.11122
O 0.94340 0.20464 1.28357
O -0.01333 0.36735 -0.93678
*
```

Calculated values
Highest occupied orbital energy, eV: -10.747
HOMO-LUMO gap, eV: 9.40
Relative energy (zero: lowest compared OMol25 entry of this formula, charge and spin), eV: 1.330

Entry 16:
The following is a DFT calculation (ωB97M-V with the def2-TZVPD basis set) of a cluster of 2 separate species, Cl2S2 in total.

The geometry in ORCA input format:
```
! RIJCOSX wB97M-V def2-TZVPD def2/J DEFGRID3
* xyz 0 3
Cl -0.62007 1.84429 -0.25420
Cl 2.06751 -0.70413 0.68049
S 0.33964 -1.44627 0.40797
S -1.78708 0.30610 -0.83426
*
```

Calculated values
Highest occupied orbital energy (alpha / beta), eV: -9.154 / -9.037
HOMO-LUMO gap (alpha / beta), eV: 9.09 / 6.31
<S²>: 2.007

Entry 17:
The following is a DFT calculation (ωB97M-V with the def2-TZVPD basis set) of a structure of composition Cl3FZn.

The geometry in ORCA input format:
```
! RIJCOSX wB97M-V def2-TZVPD def2/J DEFGRID3
* xyz -2 1
Zn -0.14565 0.16261 0.19113
Cl -1.59792 -1.53889 0.38013
Cl 2.16325 0.12740 -0.33958
Cl -0.88572 0.89981 -2.47382
F 0.46605 0.34906 2.24214
*
```

Calculated values
Highest occupied orbital energy, eV: -1.678
HOMO-LUMO gap, eV: 7.93
Relative energy (zero: lowest compared OMol25 entry of this formula, charge and spin), eV: 0.896

Entry 18:
The following is a DFT calculation (ωB97M-V with the def2-TZVPD basis set) of an isolated molecule of Cl3H3N4.

The geometry in ORCA input format:
```
! RIJCOSX wB97M-V def2-TZVPD def2/J DEFGRID3
* xyz 0 1
Cl -2.30432 0.38801 1.40244
Cl -2.08789 -1.53443 -0.80355
Cl -0.31427 2.14514 -0.89301
N -0.34675 0.24860 -0.35440
N -1.66140 0.10067 -0.21629
N 0.54529 -0.28189 0.48152
N 1.79072 -0.40233 -0.04930
H 1.84676 -1.30840 -0.50008
H 0.54951 0.20346 1.40869
H 1.98236 0.44117 -0.47602
*
```

Calculated values
Highest occupied orbital energy, eV: -9.939
HOMO-LUMO gap, eV: 8.77
Relative energy (zero: lowest compared OMol25 entry of this formula, charge and spin), eV: 1.286
SMILES: NNN(Cl)N(Cl)Cl

Entry 19:
The following is a DFT calculation (ωB97M-V with the def2-TZVPD basis set) of an isolated molecule of Cl3H3Si2.

The geometry in ORCA input format:
```
! RIJCOSX wB97M-V def2-TZVPD def2/J DEFGRID3
* xyz 0 1
Cl -2.11059 -0.36564 1.78940
Cl 0.51769 1.50926 2.27277
Cl 0.08048 -0.37863 -2.70038
Si 0.79241 -0.65638 -0.86530
Si -0.75336 0.80428 0.81619
H 2.15240 -0.67853 -0.57388
H -1.57025 1.94499 0.07898
H 0.89123 -2.17935 -0.81779
*
```

Calculated values
Highest occupied orbital energy, eV: -9.877
HOMO-LUMO gap, eV: 10.04
Relative energy (zero: lowest compared OMol25 entry of this formula, charge and spin), eV: 1.038
SMILES: Cl[SiH2][SiH](Cl)Cl

Entry 20:
The following is a DFT calculation (ωB97M-V with the def2-TZVPD basis set) of a cluster of 2 separate species, Cl3H4NSi2 in total.

The geometry in ORCA input format:
```
! RIJCOSX wB97M-V def2-TZVPD def2/J DEFGRID3
* xyz 0 1
Cl 0.61775 -2.68203 -0.29587
Cl 3.02399 0.30377 1.59187
Cl 2.63174 0.71520 -1.61419
Si 1.68967 0.54259 0.13927
Si -1.53851 0.67224 0.02459
N 0.11972 0.61721 0.48400
H -2.23366 1.42176 1.07027
H -1.78992 1.26167 -1.29428
H -0.51557 -2.11924 -0.10102
H -2.00521 -0.73316 -0.00464
*
```

Calculated values
Highest occupied orbital energy, eV: -9.805
HOMO-LUMO gap, eV: 9.76
Relative energy (zero: lowest compared OMol25 entry of this formula, charge and spin), eV: 2.698
SMILES: [SiH3]N=[Si](Cl)Cl.Cl

F_max per entry: 2.9, 4.3, 4.7, 2.9, 6.0, 3.3, 0.9, 1.7, 1.8, 1.8, 11.4, 2.8, 3.0, 7.8, 3.3, 1.9, 1.7, 3.4, 3.3, 3.1 eV/A